A cluster of 2 separate species, C2H5BrClN in total. Source: OMol25; level of theory: ωB97M-V with the def2-TZVPD basis set.

Geometry as XYZ:
```
10
Properties=species:S:1:pos:R:3
C 0.89 -0.87 0.11
C -0.47 1.08 -0.43
N 0.50 0.49 0.22
Cl -1.00 2.64 -0.08
Br -2.67 -1.35 -0.41
H 1.96 -0.85 -0.28
H 1.04 -1.24 1.19
H -0.01 -1.23 -0.33
H -0.97 0.44 -1.09
H 0.73 0.89 1.11
```

Energy relative to the best compared isomer or geometry (same formula, charge and spin) = 2.121 eV
Multiplicity = 1
Kohn-Sham gap = 0.23880 hartree
Lowest unoccupied orbital energy = -1.34 eV